No. 1
C8H18O | ωB97M-V/def2-TZVPD

Geometry (Å):
H -2.6105 0.6170 0.1781
H 2.6605 2.1890 -0.0051
H 1.3385 0.4084 1.1716
H -1.4560 -0.2227 2.0563
C 1.7628 -1.1410 -0.2376
H -1.1636 2.4397 -0.5539
H -3.7383 -0.5135 0.9415
O -1.1236 -1.0467 1.6864
H 0.4309 2.9614 -0.0339
H 3.6379 0.7845 0.3934
H 3.0758 1.0216 -1.2594
H 1.7339 -1.2992 -1.3077
C 1.5411 0.3341 0.0957
H -0.5318 1.9251 1.0106
H -3.3569 -0.6771 -0.7762
H -2.0446 -2.6678 -1.0607
C -0.2688 2.1250 -0.0215
H -0.4145 0.1103 -0.7547
C -1.5019 -2.4216 -0.1681
C 2.8057 1.1318 -0.2107
C 0.3416 0.8903 -0.6780
H 2.7249 -1.4708 0.1299
H 0.6537 1.1388 -1.6945
C -1.8171 -1.3499 0.5460
H -0.7239 -3.0970 0.1351
H 0.9892 -1.7471 0.2213
C -2.9448 -0.4227 0.1965

## Properties
Energy above the lowest of the compared OMol25 structures with the same formula, charge and spin: 70.3 kJ/mol
E_HOMO: -8.8 eV
Gap between HOMO and LUMO: 9.672 eV
SMILES string: C=C(C)O.CCC(C)C



No. 2
C8H18O3P2 | ωB97M-V/def2-TZVPD

Geometry (Å):
H -1.4617 0.4611 2.4346
H -2.9159 -0.2364 -1.7349
H -2.7330 1.3779 0.8477
H -4.1741 -0.1104 -0.5010
P -0.1169 0.1997 2.1551
H 0.1825 1.5605 2.1429
H -0.7160 -1.4390 -1.1706
H -2.8669 -2.2138 -0.2438
C -0.3100 0.0634 0.2972
H 3.2931 1.6274 -1.2350
C -0.9901 1.2304 -0.4090
H 2.8556 -2.1186 -1.0017
H -0.5668 2.1753 -0.0575
C 3.1739 1.9324 -0.1928
H 4.0467 1.6159 0.3814
H -2.9474 2.0437 -0.7719
O 2.0763 -1.1591 0.6529
H 3.7910 -2.2665 0.5118
H -0.4853 -2.0776 0.4641
H 3.0691 3.0161 -0.1333
C -2.4511 -1.2632 0.0961
H 2.2684 -3.1706 0.3153
O 1.9959 1.3616 0.3514
C -2.5022 1.2210 -0.2089
P 1.4282 -0.0091 -0.2791
H -0.7633 1.1433 -1.4771
C -0.9401 -1.2660 -0.1124
C 2.7888 -2.2402 0.0815
H -2.6685 -1.1655 1.1630
C -3.0946 -0.1084 -0.6649
O 1.7343 -0.1853 -1.7013

## Properties
E_HOMO (spin up / spin down): -3.9 / -10.3 eV
Gap between HOMO and LUMO (spin up / spin down): 4.782 / 7.346 eV
Multiplicity: 3
<S²>: 2.0031



No. 3
C8H18OSi | ωB97M-V/def2-TZVPD

Geometry (Å):
C -2.5139 0.7649 -0.4054
C 1.0594 0.9664 -0.4240
H -2.0818 0.8927 -1.4001
H -1.8992 -0.4692 2.0375
H 3.0079 -0.3849 1.0024
C 0.3454 0.5855 0.8561
H -0.8149 -1.8470 -1.2164
H 2.9146 1.8059 -1.1247
H -1.9758 -2.5771 -0.1383
H -3.4620 0.2456 -0.5496
C 3.3637 0.0844 0.0885
C -1.0576 -1.9889 -0.1611
H -0.1763 -2.9821 1.5455
H 3.2992 -0.6385 -0.7234
O 0.8067 0.8188 1.9504
C 0.0593 -2.7889 0.5023
Si -1.3637 -0.3025 0.6815
H 0.2034 -3.7453 0.0023
H 0.5119 1.8228 -0.8290
H 0.9525 0.1482 -1.1398
C 2.5307 1.3214 -0.2240
H 0.9983 -2.2413 0.4681
H 4.4083 0.3525 0.2270
H -1.8650 2.6904 0.3444
C -2.7909 2.1392 0.1957
H -3.4367 2.7261 -0.4552
H -3.2798 2.0422 1.1614
H 2.6101 2.0272 0.6045

## Properties
Energy above the lowest of the compared OMol25 structures with the same formula, charge and spin: 0.0 kJ/mol
E_HOMO: -8.8 eV
Gap between HOMO and LUMO: 9.699 eV
SMILES string: CCCC(=O)[SiH](CC)CC



No. 4
C8H18OSi | ωB97M-V/def2-TZVPD

Geometry (Å):
H -2.7468 2.0190 -1.0063
H -2.4462 0.4701 -1.8283
H 2.5009 1.7808 -1.6711
H -0.8653 -1.6776 -1.7193
Si -0.8603 -0.8158 0.5801
H 3.1544 0.2748 -1.9894
C -2.1028 1.5991 1.5475
H 2.0143 -0.7303 0.1104
H -2.3503 1.3526 2.5652
H 0.4871 -0.9846 2.4306
C -0.7472 -2.1044 -0.6768
H -2.8760 2.3558 1.2814
C 2.3759 0.7574 -1.5151
H -1.1665 2.0832 1.6339
H 0.7198 -3.3823 0.5652
H -1.0535 1.5395 -1.2738
H -0.3713 -4.2109 -0.5056
H 1.4677 0.3618 -2.0460
C 0.2541 -3.3125 -0.4967
H 2.9601 1.2021 1.8872
H -3.0843 0.1815 0.5208
C 2.4231 0.3085 -0.1399
C -2.0807 1.1275 -0.9804
C -2.1372 0.5593 0.4024
O -0.3817 -0.8044 2.1385
H 3.1164 2.2049 0.6650
H 1.0351 -3.3648 -1.2954
C 2.7613 1.2099 0.8158

## Properties
Energy above the lowest of the compared OMol25 structures with the same formula, charge and spin: 266.8 kJ/mol
E_HOMO: -7.5 eV
Gap between HOMO and LUMO: 8.027 eV
SMILES string: C/C=[Si](\O)C(C)C.C=CC



No. 5
C8H18SSi | ωB97M-V/def2-TZVPD

Geometry (Å):
H 3.1295 -1.7647 0.7652
H 0.3546 -2.0108 1.9491
H -0.0865 -0.6489 -1.5201
H -0.7765 -2.8860 -0.8718
C 3.3156 0.1845 -0.2441
H 3.7284 0.5914 -1.1793
H -2.5343 1.8268 -0.1378
H -0.2358 1.1288 -2.7783
H -0.5111 2.2627 -1.5874
H -0.6719 1.3382 2.2472
C -1.5736 -2.4954 -0.2229
C -0.4536 0.3304 0.3834
C -0.1073 0.2726 -0.8773
H -2.2046 -1.8167 -0.8673
H -2.5719 2.7450 1.4994
H -2.8230 1.0563 1.3574
H -0.1364 2.3559 0.8048
Si -0.7878 -1.3984 1.1700
C -0.7052 1.5886 1.1539
C 0.0607 1.4366 -1.7794
H -2.0144 -1.1097 1.8870
H -2.2249 -3.1694 0.2959
S 2.7155 1.1620 0.8640
C 3.0378 -1.3315 -0.2229
H 1.8374 -1.3804 -0.2986
C -2.3130 1.9225 0.9522
H 1.0710 1.6878 -1.7355
H 3.4813 -1.8781 -1.0069

## Properties
Energy above the lowest of the compared OMol25 structures with the same formula, charge and spin: 214.3 kJ/mol
E_HOMO: -8.6 eV
Gap between HOMO and LUMO: 8.489 eV
SMILES string: C/C=C(\CC)[SiH2]C.CC=S



No. 6
C8H19AgBFNO3P | ωB97M-V/def2-TZVPD

Geometry (Å):
H -0.3798 -2.9343 -2.0840
H 0.5433 1.0274 4.0780
H -0.7219 0.1801 1.3553
N -1.7792 2.7960 -0.3895
O 3.0647 -1.5010 -0.5315
C -1.4461 -2.9457 -2.3218
C -1.4420 -0.6300 -1.3489
C -0.5940 2.6134 0.0318
C 0.3009 -0.1258 1.0946
C 0.9465 0.1548 3.5534
P 2.5579 -0.1082 -0.7766
H -1.7584 -1.0836 -0.3918
Ag 3.1496 0.6524 5.0622
H -1.5995 -1.1081 -3.4260
H -1.9226 0.3588 -1.4297
O -0.0491 -0.5139 -1.4257
H -2.3464 3.2558 0.3202
C 1.2971 0.4318 2.0972
H 2.8701 0.3827 -2.0734
H 1.3633 1.5259 2.0036
H 0.3331 -1.2204 1.1446
O -3.3764 -1.5422 -2.4671
H 2.2840 0.0098 1.8845
B 0.6450 0.3155 -0.4545
H 3.3347 0.8489 -0.0412
H -1.5954 -3.5251 -3.2353
H 1.9374 -0.1903 4.0624
C -1.9445 -1.5243 -2.4689
H -1.9921 -3.4323 -1.5076
H -0.3150 2.9519 1.0452
H 0.2799 2.0682 -1.8160
F 0.1317 -0.9005 3.8015
H -3.6896 -0.7130 -2.0763
H 1.4323 2.4657 -0.5234
C 0.4803 1.9595 -0.7454

## Properties
E_HOMO: -7.4 eV
Gap between HOMO and LUMO: 3.082 eV



No. 7
C8H19AgNO7 | ωB97M-V/def2-TZVPD

Geometry (Å):
H 2.4093 -1.0413 0.0279
O 0.4505 -1.7254 0.0586
H 0.7089 1.0260 2.5212
O -2.5820 -0.6945 0.9348
O 0.9119 0.6382 -1.5750
H -1.4191 -1.0549 -2.3878
O -1.4895 2.3570 1.1063
C 1.1012 0.5202 -2.8252
H -4.1636 3.7858 -0.1505
H 2.2484 -2.4021 1.0065
C 0.3831 -2.8601 -0.8519
O 0.2114 0.8342 -3.6536
H -3.5046 4.1342 1.5545
H 2.3317 -0.4165 -4.2670
H 1.4622 1.3829 1.3456
H 1.2006 -2.9941 -1.5604
H 2.8077 -0.7890 -2.6013
C 2.4683 0.0021 -3.2699
H 2.3587 -0.5150 2.5350
O -2.1486 -0.6510 -1.8788
H 3.2355 0.7355 -3.0217
H -2.8137 4.8619 0.1928
H -0.5664 -2.8497 -1.3870
H 0.9729 -2.3402 3.2181
H -2.7173 -0.2050 1.7694
N 0.8542 0.6202 1.6078
O -2.1131 2.3389 -0.9418
C 1.4186 -0.6744 2.0069
C 1.7012 -1.5059 0.7141
C 0.4463 -1.4300 2.9310
H 0.4213 -3.7728 -0.2573
C -2.2374 2.8749 0.1993
Ag -0.9086 0.3321 -0.0997
C -3.3033 3.9382 0.5013
H -0.5877 -1.5448 2.6056
H 0.4510 -0.9154 3.8919

## Properties
Energy above the lowest of the compared OMol25 structures with the same formula, charge and spin: 0.0 kJ/mol
E_HOMO (spin up / spin down): 5.5 / 2.2 eV
Gap between HOMO and LUMO (spin up / spin down): 2.206 / 5.517 eV
Charge: -3
Multiplicity: 3
<S²>: 2.0120



No. 8
C8H19B3O6SSn | ωB97M-V/def2-TZVPD

Geometry (Å):
C 0.0776 2.8554 -1.0530
O -2.6029 -1.5452 3.6417
H 0.6073 -1.0028 -4.2171
C 1.5644 2.9712 -0.6820
H -0.8766 -0.3783 5.2576
B -0.7231 -1.7199 1.7803
H -2.1692 1.2384 -0.9286
O 0.4936 -2.1247 1.2828
O 0.4717 0.1886 0.7326
O 1.4350 -2.3490 -1.6378
H -0.3206 2.7022 1.0361
C 0.4347 -2.0196 -3.8449
B -0.8969 0.1645 0.5957
H 1.6911 2.8619 0.3888
S -1.2388 -2.0015 3.5822
Sn -1.4252 0.9272 -2.8277
B 0.9738 -1.1212 0.4842
H 2.1739 2.2209 -1.1781
H 2.1028 -0.3922 -1.2721
H 0.0172 1.9766 -1.7970
H -0.5170 -2.7359 -2.0423
O -0.9371 -3.3395 3.9760
H -2.5930 1.5108 0.7662
O -1.5367 -1.0041 0.8981
H -1.5981 3.5621 0.1410
H 1.3081 -2.6144 -4.0878
C -1.7389 1.4260 0.0935
C 0.2600 -2.0166 -2.3167
H 1.9321 3.9439 -0.9938
H -0.2030 3.7406 -1.6249
H 0.1098 -0.0657 3.8084
C -0.2511 -0.8317 4.4972
H 2.8982 -1.6776 -0.3962
H -0.0905 -0.9776 -1.9892
H 0.6094 -1.3580 4.8995
H -0.4562 -2.3940 -4.3418
C 1.9235 -1.3444 -0.7561
C -0.9095 2.7238 0.1251

## Properties
Energy above the lowest of the compared OMol25 structures with the same formula, charge and spin: 37.5 kJ/mol
E_HOMO: -15.3 eV
Gap between HOMO and LUMO: 4.133 eV
Charge: +2



In the order shown, the computed energy values come out to -390.8289, -1223.9165, -680.3466, -680.2450, -1003.1780, -1209.5944, -1044.2701, -1454.1529 a.u..